{
  "formula": "C35H37N4S",
  "method": "wB97M-V/def2-TZVPD",
  "gap_ev": 5.6,
  "charge": 1,
  "e_homo_ev": -10.2718,
  "total_energy_ev": -53683.1763,
  "symbols": ["C", "H", "C", "C", "H", "C", "H", "C", "H", "H", "C", "N", "C", "H", "H", "C", "C", "S", "H", "C", "N", "H", "H", "H", "C", "C", "H", "H", "C", "C", "C", "C", "H", "C", "H", "H", "C", "C", "H", "H", "C", "H", "N", "H", "C", "C", "H", "H", "C", "H", "C", "C", "H", "C", "H", "C", "C", "C", "H", "H", "H", "C", "H", "N", "C", "H", "H", "H", "C", "H", "C", "H", "H", "H", "H", "C", "C"],
  "positions_angstrom": [[-2.978, 0.458, 1.356], [8.378, 2.810, -1.868], [-0.857, -1.910, -2.378], [6.752, 4.889, -1.767], [4.989, 2.467, -3.611], [-2.884, -0.473, -2.684], [-3.587, 1.938, -4.992], [-3.038, 1.146, -4.480], [-3.410, -0.076, 0.508], [-0.036, 1.842, 2.409], [-0.132, -4.828, 3.007], [-0.826, -1.588, -0.954], [-0.496, -4.768, 0.623], [-1.251, 0.071, -0.703], [-0.539, -7.974, 1.700], [3.116, 2.529, -0.203], [-1.522, -3.242, -2.613], [-0.277, -2.365, 1.583], [-4.813, 0.470, 2.497], [-3.941, 0.757, 5.817], [-0.666, -3.883, -0.444], [-4.606, 3.649, 4.232], [7.608, 4.983, -2.450], [2.695, 1.505, -3.440], [-0.804, 0.634, 0.123], [3.181, 1.924, -2.553], [-1.451, 2.506, 4.293], [-4.539, 0.876, -2.928], [-1.873, 1.906, 3.485], [-4.454, 3.011, 5.107], [-1.610, -0.835, -3.131], [-3.754, 0.754, 2.457], [-3.327, -1.002, -1.833], [-3.577, 0.554, -3.324], [-0.143, -0.675, -4.693], [-3.668, -0.242, 5.463], [-1.097, -0.299, -4.315], [5.091, 3.032, -1.531], [-1.412, 1.118, -5.906], [-1.569, -5.213, -1.779], [-1.810, 0.696, -4.983], [7.870, 2.992, -0.174], [-3.991, 1.693, 4.704], [-3.745, 3.499, 5.800], [-0.225, -6.226, 2.950], [2.490, 1.885, -1.315], [0.065, -4.654, -2.261], [7.047, 5.320, -0.798], [-0.456, -6.887, 1.730], [5.902, 5.447, -2.172], [4.381, 3.082, -0.310], [-0.291, -4.096, 1.826], [0.063, -4.294, 3.933], [1.217, 1.238, -1.209], [-5.407, 2.885, 5.638], [-0.571, -6.156, 0.540], [-1.615, 0.859, 1.283], [0.395, 1.317, -0.090], [0.877, 0.679, -2.080], [4.860, 3.541, 0.557], [7.255, 1.618, -1.146], [-3.221, 1.474, 3.561], [0.697, 2.042, 0.667], [6.416, 3.483, -1.631], [-0.896, -4.351, -1.815], [-4.932, 0.727, 6.285], [-2.576, -3.165, -2.337], [-1.481, -3.482, -3.682], [-0.604, -2.562, -0.122], [2.591, 2.569, 0.752], [7.537, 2.675, -1.175], [-0.112, -6.813, 3.861], [0.176, -1.969, -2.759], [-3.213, 1.083, 6.581], [-0.717, -6.636, -0.429], [4.444, 2.472, -2.664], [-1.089, 1.559, 2.403]],
  "forces_ev_per_a": [[0.54, -0.04, -0.44], [-0.15, -0.13, 0.14], [0.01, -0.01, 0.14], [-0.26, -0.13, 0.16], [-0.23, 0.00, 0.30], [0.12, 0.42, -0.13], [0.21, -0.25, 0.16], [0.13, -0.25, 0.25], [0.10, 0.11, 0.20], [-0.33, -0.07, 0.08], [-0.07, 0.05, -0.44], [1.05, -1.90, 0.61], [-0.16, 0.05, -0.22], [0.25, 0.85, 0.75], [0.07, 0.35, 0.06], [-0.28, -0.27, -0.34], [-0.59, -0.41, -0.60], [-0.01, 0.19, 0.31], [0.52, 0.04, 0.01], [0.21, 0.02, -0.22], [0.29, -0.75, -0.09], [0.00, -0.10, 0.19], [-0.22, 0.08, 0.09], [0.18, 0.05, 0.31], [-1.14, 1.82, -1.05], [-0.40, -0.32, 0.06], [-0.15, -0.31, -0.14], [0.17, -0.06, -0.21], [-0.36, -0.09, -0.06], [0.46, 0.02, -0.12], [-0.06, -0.23, -0.28], [-0.13, 0.27, 0.62], [0.21, 0.32, -0.18], [0.21, -0.08, -0.31], [-0.24, 0.24, 0.06], [-0.09, 0.15, 0.11], [-0.20, 0.13, 0.45], [-0.68, -0.41, 0.01], [-0.12, -0.07, 0.23], [0.19, 0.10, -0.02], [-0.29, 0.09, -0.01], [0.04, -0.17, -0.04], [-1.09, -0.07, 0.22], [-0.15, 0.06, -0.13], [-0.02, 0.12, -0.26], [0.88, 0.87, 0.13], [-0.25, -0.08, 0.20], [-0.07, 0.13, -0.12], [0.10, 0.44, -0.08], [0.19, -0.05, 0.06], [0.04, -0.08, -0.26], [0.11, -0.92, 0.40], [-0.08, -0.28, -0.05], [-0.88, 0.05, 0.59], [0.17, 0.14, -0.18], [0.06, -0.03, 0.46], [-0.02, 0.04, 1.13], [0.86, 0.24, -0.08], [0.02, -0.15, 0.14], [-0.16, -0.14, -0.25], [0.12, 0.17, 0.00], [0.80, -0.19, -0.65], [0.09, -0.45, -0.12], [0.58, 0.10, -0.71], [0.43, 0.05, 0.25], [0.17, -0.15, -0.02], [0.00, 0.08, -0.06], [-0.08, -0.05, 0.18], [-0.80, 0.31, -1.58], [0.30, -0.06, -0.23], [-0.38, 0.00, 0.11], [-0.04, 0.20, -0.22], [-0.09, 0.12, 0.05], [-0.08, -0.16, -0.10], [0.03, 0.01, 0.41], [0.49, 0.32, 0.55], [-0.04, 0.09, -0.21]],
  "lowdin_charge": [0.0047, 0.0872, -0.3119, -0.0710, 0.1261, -0.0531, 0.1073, -0.0737, 0.1149, 0.1109, -0.0724, 0.0146, -0.2389, 0.0691, 0.1107, 0.0021, -0.1249, 1.1155, 0.1287, -0.0665, -0.0285, 0.0927, 0.0870, 0.1213, 0.0163, -0.0099, 0.1272, 0.1068, 0.0206, -0.0695, -0.2149, 0.0207, 0.1124, -0.0645, 0.1159, 0.0916, -0.0421, -0.2254, 0.1070, 0.1269, -0.0752, 0.0843, -0.2481, 0.0854, -0.0773, -0.2040, 0.1437, 0.0840, -0.0649, 0.0919, 0.0157, -0.4552, 0.1105, 0.0604, 0.0882, -0.0068, -0.2152, -0.0458, 0.1201, 0.1274, 0.0916, -0.2204, 0.0881, -0.2517, -0.1093, 0.0865, 0.1287, 0.1391, -0.5535, 0.1084, -0.0693, 0.1080, 0.1526, 0.0886, 0.1095, 0.0179, -0.0046]
}